[1]
{"formula": "C26H27N3O7", "method": "ωB97M-V/def2-TZVPD", "max_force_ev_per_a": 18.9, "homo_lumo_gap_ev": 6.870, "e_tot_ha": -1696.9622, "species": ["C", "H", "N", "O", "C", "H", "H", "C", "H", "H", "O", "H", "H", "C", "H", "C", "H", "O", "C", "H", "H", "H", "O", "O", "C", "H", "C", "C", "C", "H", "C", "C", "C", "H", "H", "H", "C", "O", "O", "C", "C", "H", "N", "C", "C", "C", "H", "C", "C", "H", "H", "C", "C", "H", "C", "H", "C", "H", "H", "N", "H", "C", "H"], "positions_angstrom": [[0.82, 4.16, -1.42], [6.21, 1.43, 1.64], [-0.40, 0.78, 0.96], [-2.14, 0.29, 2.29], [1.31, -3.50, -1.50], [-5.51, 0.94, -0.68], [1.88, 1.18, 2.19], [5.66, 0.18, -0.10], [-5.53, -0.15, 1.13], [1.53, 4.18, -2.11], [0.36, 3.01, -1.10], [-1.97, 2.16, 0.97], [3.02, -4.17, -2.66], [-2.13, 1.23, -0.54], [-4.04, -1.98, 1.37], [-5.47, -0.18, -0.89], [0.56, 6.03, -0.27], [2.88, -2.70, 0.43], [0.96, 0.21, -0.77], [0.20, -0.12, -1.45], [5.45, 2.30, 0.35], [-1.09, 4.87, 1.28], [-1.93, 1.49, -1.96], [-0.76, -2.34, 0.45], [3.44, 0.44, -0.59], [6.63, 0.38, -1.01], [0.52, -2.29, 0.65], [-4.58, -2.05, 0.42], [0.37, 5.17, -0.42], [-2.81, -2.12, -0.68], [1.87, 1.09, 1.09], [-0.05, -1.14, 2.50], [2.58, -3.69, -1.79], [-4.40, -2.39, -1.59], [-3.07, 0.16, 0.82], [0.45, -0.57, 3.49], [-5.88, -0.78, 0.28], [4.31, 1.28, 1.53], [4.76, 0.24, -1.23], [5.48, 1.30, 0.66], [3.27, 0.65, 0.56], [5.76, -0.78, 0.35], [-3.20, 0.54, -0.24], [-0.51, 4.27, 0.49], [-0.60, 3.00, 0.03], [-3.84, -1.77, -0.92], [-5.09, -3.11, 0.52], [-4.09, -0.30, -0.95], [1.47, -2.72, 0.00], [-0.87, -1.79, 3.29], [-3.76, -0.21, -2.19], [0.81, 0.87, 0.44], [3.49, -3.11, -0.83], [1.87, -1.61, 1.88], [2.29, 0.08, -1.54], [4.59, -3.26, -0.83], [-1.26, 2.01, 0.32], [2.41, -0.30, -2.34], [-6.77, -1.19, 0.24], [0.98, -1.60, 1.76], [-5.91, -0.44, -1.64], [-0.97, 0.11, 1.86], [0.47, -3.67, -2.01]], "nbo_charge": [0.22, 0.21, -0.43, -0.70, -0.09, 0.21, 0.23, -0.12, 0.20, 0.19, -0.39, 0.29, 0.24, 0.68, 0.21, -0.44, 0.17, -0.42, -0.14, 0.26, 0.22, 0.24, -0.72, -0.65, 0.18, 0.22, 0.46, -0.42, -0.30, 0.26, -0.11, -0.28, -0.32, 0.22, 0.44, 0.21, -0.37, -0.50, -0.51, -0.16, 0.15, 0.21, -0.61, -0.16, 0.16, -0.46, 0.20, -0.01, 0.21, 0.25, 0.23, 0.04, 0.18, 0.40, -0.13, 0.22, -0.23, 0.17, 0.20, -0.62, 0.20, 0.73, 0.23]}

***

[2]
{"formula": "C26H27N4O", "method": "ωB97M-V/def2-TZVPD", "total_charge": 1, "smiles": "c1ccc(-c2nnc(C[NH+]3CCN(C(c4ccccc4)c4ccccc4)CC3)o2)cc1", "max_force_ev_per_a": 15.5, "homo_lumo_gap_ev": 8.328, "e_tot_ha": -1300.2558, "species": ["N", "C", "C", "H", "H", "H", "C", "C", "N", "H", "H", "C", "H", "H", "H", "N", "C", "C", "H", "H", "N", "H", "H", "H", "C", "C", "C", "H", "H", "C", "C", "C", "C", "H", "C", "H", "H", "C", "C", "H", "H", "C", "C", "C", "C", "C", "H", "C", "C", "C", "H", "C", "H", "H", "H", "H", "H", "O"], "positions_angstrom": [[-1.83, 0.49, -0.18], [-6.30, 0.41, -0.52], [1.64, -4.03, 1.63], [2.64, 3.03, 1.40], [6.82, 0.66, -0.73], [1.01, 2.91, -1.14], [4.72, 0.45, -0.44], [-5.32, -1.55, -0.83], [-2.77, -0.59, -0.44], [-0.79, 1.44, 2.59], [0.13, -1.76, -0.35], [5.77, -0.22, -2.44], [1.57, -5.01, 1.84], [-6.98, -3.18, -1.27], [3.40, -3.68, 2.26], [-0.06, 2.09, 0.44], [-1.38, 2.73, 0.34], [-5.19, -0.32, -0.53], [1.94, 1.22, 3.18], [-0.26, -3.97, 0.53], [2.42, 1.11, 0.90], [-8.93, -1.56, -0.91], [3.81, -1.62, 1.47], [4.40, -0.94, -4.11], [5.74, 0.17, -1.08], [0.76, -2.02, 0.22], [-6.62, -2.10, -0.97], [-0.12, 1.13, 0.23], [3.17, 2.47, -0.34], [1.96, -1.37, 0.73], [0.47, -3.22, 0.80], [-7.79, -1.21, -0.75], [2.60, -3.20, 1.98], [-1.26, 3.23, -0.45], [2.27, 0.02, -0.11], [1.11, 4.01, 0.22], [-8.53, 0.68, -0.26], [3.45, -0.21, -0.95], [2.37, 2.30, 0.59], [1.36, 0.31, -0.88], [1.12, 0.03, 1.97], [-2.38, 1.56, -0.07], [1.41, 0.94, 2.22], [3.33, -0.44, -2.40], [-7.67, 0.04, -0.48], [0.16, 1.82, 1.91], [2.43, -0.63, -2.68], [1.08, 2.75, 0.06], [-3.95, 0.19, -0.43], [2.84, -2.04, 1.27], [-6.16, 1.65, -0.26], [4.51, -0.39, -3.11], [-4.59, -2.20, -0.69], [-1.70, 3.14, 1.26], [4.78, 0.60, 0.45], [0.37, 2.89, 2.56], [6.59, -0.31, -3.12], [-3.58, 1.29, -0.15]], "nbo_charge": [-0.36, -0.07, -0.11, 0.21, 0.21, 0.24, -0.23, -0.14, -0.29, 0.28, 0.19, -0.19, 0.21, 0.25, 0.20, -0.47, -0.17, -0.26, 0.25, 0.21, -0.45, 0.23, 0.22, 0.23, -0.17, -0.22, -0.19, 0.52, 0.23, -0.03, -0.18, -0.16, -0.23, 0.22, -0.07, 0.25, 0.25, -0.01, -0.22, 0.16, 0.22, 0.43, -0.23, -0.19, -0.25, -0.30, 0.19, -0.28, 0.53, -0.21, 0.20, -0.21, 0.23, 0.25, 0.19, 0.24, 0.23, -0.35]}

***

[3]
{"formula": "C26H27N6O2P2Pd", "method": "ωB97M-V/def2-TZVPD", "total_charge": 3, "max_force_ev_per_a": 0.3, "homo_lumo_gap_ev": 7.103, "e_tot_ha": -2295.6768, "species": ["P", "C", "C", "C", "C", "C", "C", "H", "N", "C", "H", "H", "C", "H", "H", "C", "C", "H", "H", "H", "N", "H", "C", "H", "O", "C", "N", "H", "C", "H", "C", "H", "N", "C", "N", "N", "C", "H", "H", "H", "C", "C", "C", "C", "H", "H", "H", "H", "H", "O", "C", "Pd", "H", "P", "C", "H", "H", "C", "H", "H", "C", "C", "C", "H"], "positions_angstrom": [[1.82, -1.76, 1.59], [3.57, -1.46, 2.02], [1.03, -5.86, -0.08], [1.05, 0.17, 3.37], [-1.43, -1.02, 3.88], [-3.71, 3.80, -0.75], [-1.00, 0.08, 4.62], [-3.28, -0.74, -4.48], [-1.89, -0.52, -2.95], [-1.67, 2.40, -0.35], [-3.37, 3.75, 2.03], [-2.84, 0.93, -4.14], [-2.65, 3.20, 1.45], [-0.94, -2.42, 2.34], [-2.39, -1.47, 4.09], [3.57, -0.43, 0.91], [0.54, 2.44, -1.85], [0.55, 1.54, 4.93], [-0.96, -2.64, -0.69], [-3.23, 4.44, -1.49], [-0.84, -0.52, -1.01], [-1.71, -0.13, -5.01], [-2.46, -0.08, -4.23], [1.79, -5.07, -1.93], [2.18, -0.66, 0.41], [1.40, -3.33, 0.95], [-2.70, 3.15, 0.09], [3.28, 2.60, -0.18], [0.63, -0.97, 2.65], [-1.18, 2.29, 2.83], [-1.57, 2.47, 1.85], [0.89, -6.86, -0.48], [-0.98, 1.98, 0.71], [2.50, 2.69, -0.92], [1.28, 3.22, -2.66], [1.27, 2.11, -0.78], [1.74, -3.59, -0.39], [-4.33, 4.42, -0.10], [-0.19, 3.86, -4.01], [1.32, 4.78, -4.05], [0.71, -5.61, 1.25], [-1.28, 0.24, -2.00], [0.89, 3.79, -3.96], [-1.83, -1.81, -2.53], [-4.33, 3.06, -1.24], [-1.63, 0.47, 5.41], [2.14, -2.81, -1.03], [3.27, 3.98, -2.55], [3.81, -1.05, 3.00], [4.27, 0.38, 0.46], [-1.18, -1.80, -1.33], [0.53, 0.76, 0.54], [1.26, 3.15, -4.76], [-1.24, 2.06, -2.09], [1.54, -4.86, -0.90], [-2.26, -2.61, -3.11], [0.33, -6.40, 1.88], [2.51, 3.39, -2.09], [0.68, -4.16, 2.82], [2.02, 0.62, 3.20], [0.22, 0.69, 4.35], [-0.62, -1.56, 2.90], [0.90, -4.35, 1.78], [4.22, -2.31, 1.82]], "nbo_charge": [1.89, -0.86, -0.11, -0.12, -0.19, -0.41, -0.11, 0.25, -0.29, 0.10, 0.26, 0.23, -0.02, 0.25, 0.26, 0.81, 0.07, 0.26, 0.22, 0.24, -0.56, 0.23, -0.42, 0.25, -0.82, -0.46, -0.28, 0.25, -0.57, 0.24, -0.08, 0.26, -0.41, -0.06, -0.28, -0.49, -0.19, 0.25, 0.23, 0.25, -0.19, 0.04, -0.41, -0.04, 0.24, 0.26, 0.24, 0.26, 0.32, -0.39, -0.08, 1.03, 0.24, 0.81, -0.18, 0.25, 0.26, -0.03, 0.24, 0.23, -0.23, -0.14, -0.17, 0.33]}

***

[4]
{"formula": "C26H27N7O2PbS3", "method": "ωB97M-V/def2-TZVPD", "max_force_ev_per_a": 0.5, "homo_lumo_gap_ev": 6.491, "e_tot_ha": -2928.1932, "species": ["C", "C", "C", "C", "H", "H", "H", "H", "C", "C", "H", "H", "N", "C", "C", "C", "Pb", "H", "C", "C", "C", "C", "H", "H", "C", "H", "H", "S", "N", "C", "H", "H", "H", "S", "C", "H", "H", "S", "N", "H", "H", "H", "C", "O", "C", "C", "H", "H", "C", "O", "N", "H", "H", "H", "H", "C", "C", "H", "C", "N", "N", "C", "N", "C", "H", "C"], "positions_angstrom": [[-4.39, 1.06, -4.86], [4.55, 2.42, 2.79], [2.06, -3.41, -0.83], [-1.13, 4.38, 0.46], [-2.95, 1.10, -2.40], [-4.47, 2.04, -4.40], [-2.82, -1.87, 1.92], [2.13, -6.11, -2.93], [3.71, -1.53, 3.08], [-3.56, -0.76, -0.60], [-5.32, 0.87, -5.40], [5.53, 2.22, 3.19], [4.81, -1.44, 3.90], [2.56, -4.47, -1.63], [-4.03, -2.02, 0.13], [-1.62, 3.33, -0.28], [0.94, -0.66, 1.44], [4.32, 4.37, 3.68], [3.89, 3.60, 3.05], [-2.99, -2.58, 1.10], [2.64, 3.81, 2.46], [3.02, -2.82, 0.06], [-3.00, -0.10, 0.07], [-0.33, -5.71, -2.83], [0.76, 3.00, 1.04], [-1.23, -3.83, -1.56], [-4.10, -1.01, -4.28], [-2.41, -1.19, -1.97], [0.18, 6.48, 2.13], [-2.87, 0.22, -3.04], [5.62, -1.97, 3.60], [3.63, -4.64, -1.63], [-2.04, -2.75, 0.60], [1.21, 7.27, 3.10], [0.09, 4.23, 1.13], [-1.22, 1.29, -0.88], [-3.58, 1.08, -5.58], [2.20, -1.02, 3.81], [0.26, 1.99, 0.33], [-4.96, -1.79, 0.66], [-4.40, -0.22, -1.03], [4.62, -1.45, 4.89], [-0.88, 2.15, -0.31], [-2.99, -2.41, -2.62], [-0.17, -4.02, -1.56], [2.07, 2.80, 1.69], [4.02, -3.23, 0.01], [-2.55, 3.41, -0.82], [0.67, -3.14, -0.83], [0.14, -2.13, -0.21], [3.93, -1.91, 1.87], [-4.27, -2.77, -0.63], [-3.33, -3.52, 1.53], [-1.65, 5.33, 0.53], [4.41, 0.53, 1.76], [1.73, -5.29, -2.34], [-4.16, -0.03, -3.81], [-5.01, -0.06, -3.12], [0.69, 5.28, 1.94], [2.33, 6.12, 3.29], [2.70, 1.63, 1.49], [3.91, 1.47, 1.99], [2.83, -1.98, 1.02], [1.92, 5.07, 2.60], [-2.03, 0.35, -3.72], [0.35, -5.06, -2.29]], "nbo_charge": [-0.60, -0.24, -0.26, -0.12, 0.21, 0.20, 0.19, 0.21, 0.28, -0.60, 0.21, 0.23, -0.82, -0.13, -0.42, -0.25, 1.34, 0.24, -0.12, -0.62, -0.12, 0.18, 0.21, 0.21, 0.17, 0.23, 0.24, 1.26, -0.62, -0.60, 0.39, 0.20, 0.23, 0.92, -0.12, 0.20, 0.20, -0.44, -0.43, 0.20, 0.22, 0.40, 0.06, -0.99, -0.25, 0.25, 0.19, 0.23, 0.41, -0.84, -0.45, 0.24, 0.21, 0.24, 0.22, -0.29, -0.42, 0.20, 0.18, -0.60, -0.46, 0.08, -0.45, 0.10, 0.22, -0.17]}

***

Number 1: molar mass 493.516 g mol⁻¹. Number 2: molar mass 411.529 g mol⁻¹. Number 3: molar mass 623.910 g mol⁻¹. Number 4: molar mass 772.950 g mol⁻¹.